Record 1
ORCA calculation (the ωB97M-V functional and the def2-TZVPD basis) on 2 unconnected molecules or ions with the total composition CH7N3O at a distorted geometry.

Computed properties:
ΔE to the lowest compared entry with this formula, charge and spin, eV: 1.468
HOMO, Eh: -0.316
Total energy, eV: -7668.056
Orbital gap, eV: 9.4
Spin multiplicity: 1
LUMO level, eV: 0.8380

XYZ file:
```
12
Properties=species:S:1:pos:R:3:forces:R:3:mulliken_charge:R:1
N 0.335533 0.246727 1.081490 -0.9817 -1.5973 -1.7479 -0.7633
C -0.630530 -0.039338 0.212159 -1.1450 1.8683 -1.1135 0.5660
N -2.008668 -0.029208 0.558059 1.3031 -0.6188 1.6567 -0.5467
N -0.467892 -0.111795 -1.149230 2.3267 0.1302 1.8310 -0.3607
H 0.250118 -0.440195 1.819818 -0.1165 0.5202 0.9144 0.2060
H -2.012596 0.194521 1.568515 -0.6758 0.0964 -1.1170 0.2738
H -2.601284 0.557711 -0.017495 0.1639 -0.1755 0.1955 0.2458
H -1.191624 -0.183341 -1.822011 -0.5742 -0.0966 -0.1099 0.1713
H 0.514323 -0.239678 -1.419187 -0.5962 0.1661 -0.1813 0.2781
O 2.336714 -0.079851 -0.581043 -0.1186 0.4724 -0.0410 -0.7452
H 1.853896 0.369400 0.172767 0.1358 -0.7963 -0.3223 0.3769
H 3.263826 -0.123650 -0.359252 0.2787 0.0307 0.0351 0.2981
```
Forces are in eV/Å.

---

Record 2
ORCA calculation (the ωB97M-V functional and the def2-TZVPD basis) on a molecular structure, C26H35AlBrF24IO11P3 at a distorted geometry.

Computed properties:
HOMO, Eh: -0.194
Total energy, eV: -227877.843
Total charge: -1
Orbital gap, eV: 6.9
Spin multiplicity: 1
LUMO level, eV: 1.6394

XYZ file:
```
102
Properties=species:S:1:pos:R:3:forces:R:3:mulliken_charge:R:1
C 2.800204 1.411780 4.457862 0.7879 -4.5064 -0.5340 -0.6192
C 2.978753 -0.065828 4.195709 -0.6089 2.8696 0.2800 -0.4048
C 1.919886 -1.163800 4.882359 -0.3474 1.7463 -2.5577 0.9217
P 2.800561 -1.505556 6.554537 -1.2313 -1.9455 1.7841 0.2326
O 3.204696 -3.227258 6.718321 -0.0529 2.2349 -2.4355 -0.4850
Br 4.841984 -0.473965 6.666492 -0.0980 -0.5683 -0.4137 -0.3019
O 0.669856 -0.373108 4.867804 0.7193 -1.6078 -0.3039 -0.2462
Al 0.052114 -0.456153 3.050578 0.1178 -1.7681 1.0483 -0.0291
C -1.986449 -0.455755 2.741384 -1.1547 -0.5412 0.2803 -0.7438
P -3.018622 -0.226164 4.357813 -5.4880 2.8050 -2.2474 0.8025
O -4.368745 0.543014 3.926249 4.8365 -2.4915 1.9680 -0.7360
O -2.236619 0.761526 5.560576 -0.6091 -3.6506 -0.1956 -0.5205
O -3.524229 -1.799627 4.907087 1.1535 2.2845 1.2976 -0.5003
P 0.955632 1.037192 1.506759 2.3639 -0.1372 -1.5039 0.2735
O 1.515341 0.013025 0.171969 -2.6539 -0.4535 0.9797 -0.2452
I -0.713361 2.606478 0.614824 -0.3575 -0.2006 -0.2372 -0.2901
O 1.028661 -2.054130 2.621019 -0.9862 0.5647 3.8659 -0.3970
C 1.585229 -2.485049 3.912238 4.8613 0.2827 -2.1790 -0.3054
O 1.138326 -3.728411 4.549167 -1.9895 2.4322 -0.7690 -0.0774
C -0.319052 -3.882481 4.563684 -1.7654 -1.6129 -0.0508 -0.2825
C -0.991286 -4.104610 6.043388 -0.2627 0.8358 0.0180 0.4061
C -0.916300 -2.675793 6.880972 -0.5095 0.3834 -1.3248 -0.4650
C -0.447503 -5.403698 6.875833 -0.3434 -0.7597 0.9086 0.1926
C 0.396282 -6.501064 5.999124 0.7587 0.2836 1.1138 -1.0814
C 0.386294 -5.003544 8.269687 -1.0406 0.1420 -0.0139 -0.8524
H 2.464510 1.699538 5.555096 -0.1172 -0.3877 -2.9134 0.1589
H 3.034596 2.181833 3.600580 0.1931 -1.5902 2.2563 0.2968
H 3.849267 -0.531863 3.567485 -2.0626 1.2460 0.5116 0.2289
H 3.418226 -3.619139 5.819068 -0.4497 0.5321 1.4329 0.3340
H -2.398517 -1.450628 2.241516 0.8308 1.8905 1.2399 0.3007
H -2.350460 0.420018 2.016907 0.6814 -1.7399 1.9489 0.3115
H -1.928715 0.204028 6.356915 -0.3448 1.1317 -1.8608 0.3852
H -3.920258 -1.766777 5.837709 0.7472 0.2010 -1.9094 0.3267
H 0.825199 -0.716934 0.026118 1.5643 1.4103 0.3061 0.2403
H 2.699182 -2.775202 3.593628 -1.9991 0.1600 0.7397 0.1562
H -0.925439 -3.030938 4.038547 1.4867 -1.3666 0.9584 -0.1555
H -0.556136 -4.875056 3.943672 0.5451 2.1377 1.2160 0.2627
H -2.155581 -4.283277 5.847997 2.5502 0.3922 0.1431 0.2262
H -1.187139 -1.832583 6.080526 0.7202 -1.8377 1.7655 -0.4340
H 0.152465 -2.409263 7.274724 -2.1674 -0.6323 -0.5347 0.0627
H -1.759526 -2.623105 7.693403 1.8633 -0.2129 -1.2207 0.4305
H -1.416943 -5.975637 7.274061 2.0069 1.2074 -0.8572 0.2173
H 1.459952 -6.018514 5.776382 -2.3493 -1.1076 0.0706 0.1427
H 0.607255 -7.421044 6.722497 -0.5376 1.8251 -1.6176 0.3698
H -0.151964 -6.882785 5.035823 1.1376 0.8849 1.8694 0.2727
H 0.812138 -5.986695 8.792735 -0.8135 2.2251 -1.2345 0.3367
H -0.415911 -4.511629 9.004238 1.7968 -1.1228 -1.4746 0.2414
H 1.204395 -4.185090 8.093655 -1.3430 -1.9002 0.2196 0.0973
C -0.597628 5.713264 -4.551457 -0.9897 0.3505 0.3829 -0.7151
C 0.776123 6.344568 -4.825834 -0.0281 0.0212 1.2110 0.9267
C 1.516891 5.773879 -6.028378 0.8891 -0.0628 -0.6161 0.0555
F 1.789827 4.457847 -5.887415 0.1000 0.5256 -0.1676 -0.1711
F 2.716307 6.393057 -6.190609 -0.2394 0.2169 0.1735 -0.2859
F 1.532264 6.276062 -3.697242 -0.1029 -0.0837 -0.5771 -0.2519
F 0.568187 7.680960 -5.049406 -0.0091 -0.3267 -0.4530 -0.3368
O -0.632104 4.692951 -3.550687 1.1039 -1.2479 -1.0444 -0.2968
C -0.294843 3.382285 -4.003980 -1.4122 1.3938 -0.2191 0.5718
C 0.975707 2.834332 -3.342217 0.9092 0.0403 0.7290 0.5778
F 2.048573 3.629458 -3.586064 -0.5873 -0.2101 0.1179 -0.2585
F 1.288916 1.602906 -3.827309 -0.5539 0.1015 -0.2419 -0.3234
F -0.230420 3.378840 -5.355220 -0.1154 -0.6783 0.4884 -0.2792
F -1.356829 2.595491 -3.678347 0.6588 0.0142 0.1141 -0.1887
H -1.229044 6.512000 -4.142856 0.3416 -0.1258 0.0895 0.4352
H -1.109528 5.405836 -5.470825 0.3717 -0.0384 0.0983 0.3073
H 0.946547 5.913286 -6.949267 -0.1799 0.0635 0.0596 0.2524
H 0.853637 2.757075 -2.259125 -0.2630 0.0208 -0.0279 -0.1281
C 4.013433 -1.000478 -2.290377 -0.6523 -0.2732 1.0044 -0.7083
C 4.433276 0.416360 -2.711476 0.4177 -0.1128 0.8985 0.9658
C 4.239313 0.731481 -4.189181 -0.1696 0.7564 -0.7160 0.2941
F 4.975229 -0.072962 -4.987682 -0.0452 0.3518 0.0106 -0.2580
F 4.636276 2.002289 -4.464443 -0.0359 -0.0338 0.3189 -0.2782
F 5.717301 0.636229 -2.320197 -0.2112 -0.0025 -0.3498 -0.3136
F 3.671403 1.294972 -1.985698 -0.0222 -0.2686 -0.6146 -0.2317
O 5.063837 -1.965669 -2.196422 0.6509 -0.1582 -2.0639 -0.4196
C 5.417071 -2.604123 -3.423072 -1.8297 0.1803 1.4596 0.7360
C 6.856371 -2.300028 -3.857148 0.7689 0.4330 -0.2231 0.2009
F 7.055569 -0.968226 -4.028473 -0.0702 -0.5789 0.2655 -0.2034
F 7.144163 -2.890355 -5.048162 -0.3831 -0.1378 0.2462 -0.2636
F 4.502512 -2.291860 -4.369690 0.6739 -0.6960 -0.0098 -0.2759
F 5.279355 -3.939210 -3.196197 0.5697 0.4075 -0.2247 -0.3044
H 3.631609 -0.918080 -1.265174 0.2362 0.1623 -0.1466 0.3541
H 3.160611 -1.374886 -2.868568 0.3207 0.2106 -0.0911 0.3428
H 3.190285 0.643367 -4.479938 0.0519 -0.0908 0.1895 0.1329
H 7.574971 -2.654724 -3.114342 -0.2227 -0.0937 0.0897 0.2370
C -6.175193 3.291932 -6.193443 0.3506 1.0112 -0.3124 -0.7141
C -6.565990 1.977939 -6.887504 1.1178 0.0510 -0.1951 0.8847
C -7.677497 1.194508 -6.200976 -0.6288 -0.8796 0.1446 0.0972
F -7.339008 0.809704 -4.950513 -0.2482 -0.0476 -0.5425 -0.2032
F -7.952835 0.052859 -6.885903 0.1522 0.2447 -0.2369 -0.2830
F -5.452689 1.215526 -7.059117 -0.5058 0.0776 0.1616 -0.2622
F -6.990276 2.299954 -8.150616 -0.3761 -0.0201 0.3906 -0.3365
O -5.028180 3.236259 -5.341957 -0.8419 -1.1532 1.1222 -0.3360
C -5.278578 2.789502 -4.009749 -0.4061 1.6649 -0.8348 0.7157
C -4.560507 1.474907 -3.680058 0.5029 -0.9157 0.3300 0.7088
F -4.941656 0.474612 -4.514841 0.1830 0.4519 0.0868 -0.2409
F -4.854190 1.058977 -2.418878 -0.1204 0.5560 -0.3601 -0.2627
F -6.613871 2.728836 -3.801604 0.6417 0.0365 0.5185 -0.2838
F -4.818102 3.779438 -3.196802 0.0796 -0.7735 -0.2416 -0.2843
H -5.885006 3.988143 -6.990126 0.0863 -0.3543 0.0662 0.4055
H -7.027574 3.778280 -5.704870 0.1012 -0.3866 -0.0077 0.3114
H -8.599580 1.777278 -6.147056 0.0567 0.1849 -0.0591 0.2800
H -3.476685 1.586870 -3.762226 -0.1252 0.2544 -0.0234 -0.1501
```
Forces are in eV/Å.